[1]
DFT (ωB97M-V/def2-TZVPD) results for a 2-piece molecular cluster, C4H12O overall.

Geometry as XYZ:
```
17
Properties=species:S:1:pos:R:3:forces:R:3
C -1.292 0.431 -1.827 -0.22 0.53 -0.48
C 0.086 0.199 -2.491 -0.90 0.67 0.85
H -2.075 0.457 -2.589 0.13 -0.17 -0.03
H -1.633 -0.304 -1.103 0.22 -0.26 0.14
H -1.370 1.427 -1.394 0.16 0.02 0.38
H 0.468 1.172 -2.797 -0.03 -0.17 -0.54
H -0.059 -0.485 -3.313 0.54 -0.14 -0.22
H 0.832 -0.162 -1.789 0.15 -0.47 -0.16
C 0.814 -0.936 1.813 0.14 0.98 -0.51
C 0.209 0.217 2.548 0.16 0.77 0.63
O 1.154 -0.713 0.479 -0.05 0.10 0.79
H 1.737 -1.333 2.280 -0.22 -0.63 -0.14
H 0.114 -1.793 1.641 0.09 -0.58 0.39
H -0.819 0.116 2.890 -0.22 -0.28 -0.51
H 0.774 0.142 0.166 -0.04 0.00 -0.31
H 0.332 1.152 1.993 -0.24 -0.06 -0.13
H 0.728 0.413 3.493 0.32 -0.31 -0.13
```
Forces are in eV/Å.

For the HOMO energy (spin up / spin down), the calculation gives -15.5 / -15.5 eV. Its total charge is +1. Its spin multiplicity is 2. The energy relative to the best compared isomer or geometry (same formula, charge and spin) comes out at 6.8 kcal per mole.

=====

[2]
DFT (ωB97M-V/def2-TZVPD) results for C4H12O16S3V as an isolated structure.

Geometry as XYZ:
```
36
Properties=species:S:1:pos:R:3:forces:R:3
O -21.501 -5.443 21.700 -3.90 -1.28 1.63
V -23.001 -5.725 22.354 2.12 1.53 -1.01
O -23.333 -7.289 22.495 0.63 1.67 -0.27
S -25.471 -2.580 23.551 1.57 -1.12 0.33
O -25.273 -1.937 24.836 0.00 0.90 1.43
O -25.648 -4.056 23.797 -0.26 -1.52 -0.05
O -26.574 -2.006 22.844 -2.51 0.80 -0.94
O -24.265 -2.495 22.717 1.60 -0.18 -0.81
S -20.639 -4.043 26.473 -1.44 -1.74 0.79
O -19.504 -3.444 25.840 2.81 2.34 -1.71
O -20.062 -5.100 27.360 -0.17 -0.65 1.35
O -21.479 -3.076 27.190 0.21 0.62 1.10
O -21.495 -4.699 25.477 -0.94 -1.13 -1.39
S -25.563 -4.362 18.415 -1.12 -0.05 2.97
O -24.797 -5.319 19.202 3.07 -2.56 1.51
O -25.906 -5.001 17.189 -0.71 -1.88 -4.62
O -26.735 -4.108 19.192 -3.81 0.60 1.32
O -24.884 -3.130 18.249 2.79 3.31 -1.56
C -25.857 -8.412 26.889 0.50 1.59 -0.99
O -26.233 -7.025 27.051 -0.66 -1.44 0.74
H -25.731 -8.569 25.817 0.21 -0.39 -0.05
H -24.900 -8.578 27.384 0.04 -0.25 0.08
H -26.601 -9.135 27.221 -0.33 0.42 0.39
H -25.824 -6.499 26.360 0.25 0.21 -0.22
C -31.804 -6.751 23.085 0.94 0.44 -0.05
C -30.223 -6.844 23.072 -1.18 -1.45 0.00
C -29.567 -7.703 21.961 -0.83 1.01 -0.70
O -29.668 -5.544 22.989 -1.00 -1.27 0.66
H -32.160 -6.217 22.204 -0.08 -0.03 -0.08
H -32.141 -6.215 23.972 0.36 0.57 0.00
H -32.360 -7.679 23.220 0.47 -0.57 -0.54
H -30.026 -7.412 23.981 0.49 0.57 0.81
H -28.508 -7.448 21.953 -0.04 0.03 -0.30
H -30.060 -7.335 21.061 0.58 0.07 -0.52
H -29.642 -8.789 21.896 -0.37 -0.15 0.81
H -28.746 -5.712 23.200 0.72 0.96 -0.12
```
Forces are in eV/Å.

For the HOMO energy, the calculation gives 6.0 eV. Its total charge is -5. Its spin multiplicity is 1.

=====

[3]
DFT (ωB97M-V/def2-TZVPD) results for a 3-piece molecular cluster, C4H12O2 overall.

Geometry as XYZ:
```
18
Properties=species:S:1:pos:R:3:forces:R:3
C 0.525 1.683 -0.683 0.22 1.45 -0.06
C -0.116 0.636 -0.180 1.65 -0.90 -1.49
C -1.289 -0.002 -0.914 1.02 0.43 0.40
C 0.486 -0.038 1.029 -0.94 -0.32 2.01
H 1.357 2.156 -0.153 -0.06 -0.39 -0.01
H 0.220 2.288 -1.548 -0.24 -0.62 0.23
H -1.525 0.524 -1.843 -0.17 0.39 0.44
H -1.033 -1.010 -1.271 -0.31 -0.02 0.78
H -2.065 0.069 -0.156 -0.72 -0.69 -0.49
H 0.390 -1.120 1.183 -0.33 0.04 -0.94
H 1.519 0.150 1.349 -0.10 0.58 -0.86
H -0.106 0.314 1.892 0.08 0.01 -0.03
O -2.415 -2.050 2.171 0.96 0.15 -0.25
H -3.283 -1.666 2.094 -0.49 -0.23 0.22
H -2.435 -2.871 2.667 -0.46 0.10 0.02
O 3.599 0.057 -1.778 -0.84 0.46 -0.01
H 3.429 0.662 -2.504 0.70 0.08 -0.64
H 2.743 0.217 -1.356 0.05 -0.52 0.68
```
Forces are in eV/Å.

For the HOMO energy, the calculation gives -9.4 eV. As for the SMILES: C=C(C)C.O.O. Its spin multiplicity is 1. The energy relative to the best compared isomer or geometry (same formula, charge and spin) comes out at 23.6 kcal per mole.

=====

What largest force on an atom values result from the calculations? In sequence: 1.4 5.0 2.4 eV/A.